1.
86
Properties=species:S:1:pos:R:3:lowdin_spin:R:1 method="wB97M-V/def2-TZVPD" e_homo_ev="-2.415 / -2.366" multiplicity=2 charge=-2 homo_lumo_gap_ev="6.04 / 5.99" s2=0.7555 lumo_energy_ev="3.63 / 3.63"
N -2.487 -2.096 -1.364 0.00
C -0.374 5.441 3.081 0.00
O 2.090 -3.279 -0.129 0.03
C -1.932 -5.119 2.256 0.00
Cl -3.038 -6.841 4.017 0.00
C 3.334 -1.843 -3.239 0.00
C -2.125 -3.877 -2.908 0.00
C -3.147 3.862 -1.357 0.00
H -2.553 -5.629 1.536 0.00
C -1.602 -4.180 -0.463 0.00
F -2.247 3.988 -2.355 0.00
N 1.705 -0.652 0.880 0.00
Ge -1.139 2.219 0.306 0.01
C -4.379 4.449 -1.599 0.00
H -3.238 -0.336 -2.091 0.00
C 2.855 -2.943 -1.056 0.00
O 0.210 -1.695 -1.469 0.00
H -1.795 -4.897 -3.053 0.00
C 2.434 -2.169 -2.204 0.00
C 2.112 3.719 -2.147 0.00
C -2.933 -1.343 -2.363 0.00
C -1.965 -5.526 3.583 0.00
C -0.758 4.696 1.981 0.00
C 2.219 -0.849 2.097 0.00
C -0.497 3.346 1.850 0.00
F -6.548 4.974 -0.844 0.00
F 1.338 2.904 4.977 0.00
H 1.806 0.405 -0.875 0.00
S -1.585 0.213 0.669 0.02
C 4.637 -2.222 -3.172 0.00
C -5.351 4.410 -0.626 0.00
C -1.163 -4.914 4.526 0.00
C 1.794 3.206 -3.384 0.00
F 2.579 3.457 -4.439 0.00
C -2.835 3.210 -0.183 0.00
C 3.412 0.955 0.451 0.00
C -2.072 -3.327 -1.630 0.00
N -1.058 -3.513 0.566 -0.01
N 0.502 -2.415 2.317 -0.01
F -1.219 1.435 -2.631 0.00
H 4.608 -3.903 -0.212 0.00
F 3.223 4.459 -2.003 0.00
H 6.144 -3.268 -2.031 0.00
C 1.093 -1.679 -2.323 0.00
C 0.635 3.487 4.000 0.00
Co 0.287 -2.022 0.475 0.96
C 3.336 -0.174 2.550 0.00
C 0.662 2.430 -3.531 0.00
F 0.615 1.497 2.838 0.00
Cl 5.766 -1.794 -4.452 0.00
C 3.952 0.737 1.707 0.00
C 5.101 -2.972 -2.063 0.00
C -3.837 3.215 0.778 0.00
C -1.102 -4.077 1.850 0.00
C -2.590 -3.090 -3.946 0.00
O 1.930 -2.050 4.123 0.00
F -4.633 5.064 -2.766 0.00
F 1.704 3.964 0.113 0.00
C 1.510 -1.862 2.973 0.00
C -5.078 3.795 0.578 0.00
H 2.977 -1.268 -4.089 0.00
H 4.838 1.275 2.025 0.00
F -0.653 6.753 3.166 0.00
C 0.322 4.826 4.099 0.00
F -3.635 2.681 1.989 0.00
H 0.828 -1.228 -3.299 0.00
C -2.999 -1.788 -3.674 0.00
F -6.013 3.782 1.539 0.00
C 0.139 2.699 -1.166 0.00
O -1.795 -5.397 -0.568 0.00
H -2.637 -3.482 -4.955 0.00
C 2.280 0.243 0.084 0.00
C -0.288 -3.453 2.826 0.00
C 0.230 2.772 2.883 0.00
C -0.134 2.192 -2.427 0.00
F -1.386 5.383 1.004 0.00
H 0.318 -3.402 4.873 0.00
F 0.709 5.532 5.170 0.00
H 3.681 -0.387 3.553 0.00
Cl -1.165 -5.417 6.204 0.00
F 0.354 1.929 -4.734 0.00
H 3.852 1.660 -0.243 0.00
C -0.320 -3.877 4.146 0.00
C 4.257 -3.325 -1.058 0.00
C 1.291 3.452 -1.060 0.00
H -3.366 -1.137 -4.458 0.00


2.
81
Properties=species:S:1:pos:R:3:lowdin_spin:R:1 method="wB97M-V/def2-TZVPD" e_homo_ev="-4.614 / -3.943" multiplicity=2 charge=-1 homo_lumo_gap_ev="6.18 / 5.51" s2=1.1905 lumo_energy_ev="1.56 / 1.57"
H -5.782 0.994 -4.994 0.00
F 2.850 4.260 5.894 0.00
C 2.064 2.530 -2.720 0.00
C -2.795 2.218 -2.821 0.00
O 0.300 2.079 2.561 0.04
H 0.053 -5.250 4.419 0.00
F 3.101 -0.419 5.444 0.00
C 3.012 1.925 5.692 0.01
F 1.101 4.386 3.855 0.00
H -2.496 0.147 -2.377 0.00
C 2.614 0.762 5.058 0.00
F 1.272 -0.309 3.427 0.01
C 1.324 -2.167 0.072 -0.02
H 1.312 3.258 -2.992 0.00
H 0.487 7.559 -2.231 0.00
C 0.185 -7.283 1.152 0.00
C -0.369 5.933 -3.341 0.00
C 3.299 0.726 0.395 0.01
H 1.531 2.538 -0.651 0.00
C -0.912 -5.669 2.552 0.00
C 1.146 -6.677 3.249 0.00
Re 0.237 0.380 1.379 1.34
C -3.606 3.126 -3.505 -0.03
C -4.666 2.687 -4.287 0.00
H 0.023 -5.208 -0.646 0.00
C -2.328 -4.169 0.506 0.00
C 1.701 0.845 4.031 0.01
C 2.478 3.133 5.274 0.00
H 0.196 -7.864 0.239 0.00
C 4.012 0.681 -1.998 0.00
C -1.064 3.999 -2.058 -0.01
C -1.920 -1.526 1.433 0.00
N -1.934 -6.469 0.403 0.00
H 2.136 -3.950 -0.791 0.00
C 3.144 1.183 -1.035 0.00
C -4.950 1.334 -4.390 -0.04
H 4.779 -0.018 -1.693 0.00
H -1.738 -5.001 2.753 0.00
C -3.181 -2.119 1.508 0.00
H -3.995 -1.573 1.965 0.00
C 3.900 1.076 -3.322 0.00
H -5.280 3.411 -4.808 0.00
H 0.343 6.358 -0.063 0.00
C 1.575 3.191 4.230 0.01
C 0.073 6.560 -2.186 -0.03
C 2.918 1.994 -3.669 0.00
O 4.395 0.381 0.797 0.02
O -1.622 -0.364 1.918 0.05
C -0.867 -6.401 1.367 0.00
H 2.234 -1.592 -0.023 0.00
N 0.271 -1.545 0.579 0.01
C -0.602 1.199 -0.074 -0.18
C 1.152 2.038 3.556 0.00
C -1.668 2.643 -1.956 -0.17
C 0.083 -4.198 -0.265 -0.02
H -1.228 4.170 -4.194 0.00
C -1.172 1.810 -1.024 0.02
H 2.031 -8.088 1.900 0.00
C 1.206 -7.414 2.079 0.00
O 2.234 0.720 1.141 0.06
H -4.387 -0.637 -3.749 0.00
H -4.349 -3.857 1.037 0.00
H -3.432 4.188 -3.401 0.00
C -0.928 4.665 -3.279 -0.02
C -3.106 0.857 -2.921 -0.03
H -0.640 4.108 0.042 0.00
C -0.892 -2.252 0.749 0.00
C -4.166 0.421 -3.694 0.00
I 2.728 2.583 -5.668 0.00
C 1.252 -3.498 -0.362 0.00
C -3.367 -3.398 0.996 0.00
H -0.275 6.430 -4.299 0.00
H 4.575 0.684 -4.071 0.00
C -1.046 -3.586 0.334 0.00
N -2.656 -5.498 0.115 0.00
C 2.184 2.117 -1.401 0.00
C -0.572 4.624 -0.908 -0.02
F 3.896 1.884 6.700 0.00
Br 2.513 -6.874 4.546 0.00
C 0.090 -5.813 3.496 0.00
C -0.017 5.891 -0.972 0.00


3.
79
Properties=species:S:1:pos:R:3:lowdin_charge:R:1 method="wB97M-V/def2-TZVPD" e_homo_ev="-12.286 / -12.538" charge=+2 homo_lumo_gap_ev="4.25 / 5.07" lumo_energy_ev="-8.03 / -7.46"
C -1.899 2.467 3.092 -0.02
C 0.847 -2.546 -1.930 -0.10
N -1.849 0.400 -1.510 0.05
C -0.885 0.350 3.692 -0.03
S -6.751 2.050 -1.320 1.09
C 1.649 -4.856 -1.635 -0.46
C -5.884 4.461 -1.342 -0.16
Pd 0.326 0.391 -1.139 1.15
H -8.053 4.081 -1.309 0.08
C -0.584 1.301 1.393 -0.03
C 1.849 4.323 -1.313 -0.61
H -3.432 -4.582 -1.145 0.13
H 6.164 2.040 -1.382 0.08
C 4.228 4.021 -1.292 -0.63
C 3.114 -1.919 1.779 -0.05
C 1.604 2.926 -1.327 -0.44
C 2.131 0.518 2.685 0.00
C 0.422 0.521 0.936 -0.06
H -5.100 -2.784 -1.082 0.13
C -2.712 1.392 -1.467 -0.02
H -2.980 3.452 4.645 0.11
H 4.937 -6.092 -1.362 0.08
C -4.572 -0.122 -1.283 0.06
I 6.129 4.924 -1.237 0.99
H -2.299 2.392 -1.531 0.12
H 1.840 -2.253 -2.246 0.08
O 0.425 2.480 -1.293 -0.18
C -0.762 -4.261 -1.489 0.10
H 3.669 0.430 4.147 0.12
C -2.293 -0.878 -1.443 -0.15
C 2.862 -6.818 -1.358 -0.15
I 0.125 5.501 -1.260 0.99
C -4.111 1.197 -1.364 -0.17
H -1.040 2.029 0.718 0.10
H -0.324 -0.529 3.416 0.11
H 3.504 -2.862 1.428 0.11
H 3.340 -1.157 -1.375 0.08
H -5.631 -0.319 -1.216 0.11
C -2.153 1.592 5.311 -0.04
C 3.727 -1.269 2.845 -0.02
H 0.682 -6.791 -1.429 0.12
C -7.043 3.721 -1.322 -0.38
C 3.121 4.853 -1.284 -0.20
H 4.594 -1.701 3.319 0.12
H -1.201 -0.288 5.699 0.11
H 1.754 1.473 3.020 0.13
C 2.008 -1.371 1.171 -0.04
C -3.670 -1.186 -1.304 -0.11
C 4.878 0.337 -1.376 0.00
H 1.495 -1.900 0.377 0.09
H 3.252 5.922 -1.254 0.09
S 3.317 -4.315 -1.653 1.05
C -4.052 -2.558 -1.201 0.02
H -2.566 1.673 6.304 0.11
C 1.491 -0.130 1.604 -0.25
C -4.737 3.666 -1.360 -0.10
H -5.876 5.533 -1.342 0.11
C -1.123 1.349 2.732 -0.22
C 3.216 -0.061 3.301 -0.03
N -0.044 -1.581 -1.805 0.02
C -5.017 2.309 -1.350 -0.46
C 1.596 -6.226 -1.468 -0.09
C 0.574 -3.908 -1.698 -0.18
C -1.336 -1.917 -1.547 -0.14
H 3.018 -7.873 -1.223 0.12
C -2.398 2.587 4.370 -0.06
C 2.764 2.063 -1.346 -0.14
C 3.555 -0.098 -1.373 -0.10
C -1.743 -3.269 -1.435 -0.11
N 2.525 0.734 -1.376 0.06
C -3.131 -3.550 -1.246 0.01
C 4.078 2.604 -1.330 -0.19
H -3.745 4.080 -1.378 0.10
C -1.390 0.481 4.966 -0.05
H -2.074 3.247 2.366 0.12
H -1.043 -5.295 -1.378 0.13
C 5.145 1.686 -1.363 0.00
H 5.675 -0.387 -1.394 0.12
C 3.882 -5.908 -1.430 -0.37


4.
86
Properties=species:S:1:pos:R:3:lowdin_charge:R:1 method="wB97M-V/def2-TZVPD" e_homo_ev=-9.426 charge=0 homo_lumo_gap_ev=8.40 lumo_energy_ev=-1.03
O 9.394 -5.309 10.733 -0.38
C -4.283 0.474 -4.660 -0.05
C 6.398 -7.397 10.368 -0.26
C 3.366 -4.489 4.548 -0.08
C -0.894 0.618 2.023 -0.05
C -5.888 7.450 -10.532 0.00
O 4.503 -5.186 10.168 -0.13
H 1.938 -1.222 1.155 0.12
C -3.517 6.601 -7.047 -0.08
C -1.910 8.288 -7.678 0.00
C 4.355 -2.677 3.046 -0.08
O 0.780 -2.833 2.662 0.08
C -2.262 -0.336 -0.203 -0.08
C -3.857 7.883 -9.168 -0.28
H -0.289 8.593 -6.308 0.11
H -3.145 5.611 -5.174 0.11
H 6.155 -0.474 1.205 0.11
C 0.983 -4.877 4.559 0.00
H 6.446 -2.184 2.958 0.12
C -3.078 7.578 -7.942 -0.08
O -2.203 3.173 -1.016 0.10
C -3.922 -0.403 -3.647 0.00
H 6.158 -8.122 11.187 0.11
C -1.201 -0.736 1.921 -0.06
H -4.103 -1.464 -3.762 0.12
C 3.537 -5.522 5.467 0.01
C -1.196 8.038 -6.514 -0.05
C -7.462 5.732 -9.922 -0.06
C -1.882 -1.213 0.810 0.01
H 6.897 -7.890 9.513 0.10
H 2.573 -7.035 6.636 0.10
C -7.060 6.752 -10.781 -0.06
F 10.044 -7.296 9.193 -0.06
C -1.976 1.026 -0.088 -0.09
O 5.656 -3.962 4.520 0.11
H -4.346 2.525 -5.305 0.10
H -3.277 3.389 -3.257 0.11
O -5.092 4.924 -6.577 0.09
C -6.699 5.422 -8.806 0.00
C -3.323 0.082 -2.487 -0.08
O 4.909 -6.714 8.177 -0.30
C -1.646 7.080 -5.610 -0.05
C 3.083 -2.397 2.547 -0.08
H 3.901 -0.005 0.291 0.11
H -4.744 0.093 -5.564 0.11
C 2.923 -1.434 1.553 0.00
C 4.548 -3.727 4.076 -0.28
O 7.075 -6.227 10.858 -0.40
C 5.294 -1.015 1.579 -0.06
O 9.278 -7.781 10.275 -0.28
H 0.298 -6.448 5.847 0.11
H -8.374 5.183 -10.122 0.11
H -7.017 4.632 -8.138 0.12
C -2.800 6.359 -5.877 0.00
C -3.079 1.449 -2.351 -0.08
O 3.472 -7.760 10.105 -0.14
C -2.405 1.979 -1.141 -0.28
H -5.577 8.240 -11.205 0.12
C -5.529 6.130 -8.545 -0.08
C -1.286 1.499 1.025 0.00
S 8.688 -6.511 11.237 1.04
H -1.560 9.037 -8.376 0.12
H -1.050 2.552 1.110 0.12
P 4.744 -6.775 9.679 0.61
H -2.114 -2.267 0.731 0.12
C -4.057 1.840 -4.516 -0.05
H -7.662 6.999 -11.647 0.11
H 3.219 -7.505 11.006 0.07
O -3.473 8.731 -9.950 0.11
C 4.027 -0.749 1.068 -0.06
H -1.094 6.894 -4.697 0.11
H -0.351 0.987 2.885 0.11
H 4.526 -5.778 5.824 0.11
C -5.115 7.139 -9.416 -0.08
H -0.011 -4.629 4.210 0.12
C 5.459 -1.977 2.566 0.00
H 4.868 -5.047 11.055 0.06
H -0.903 -1.419 2.703 0.09
O -3.208 -2.048 -1.504 0.10
C -4.740 5.812 -7.331 -0.28
C -2.954 -0.863 -1.405 -0.28
C -3.456 2.327 -3.365 0.00
C 1.894 -3.113 3.068 -0.26
C 1.158 -5.901 5.480 -0.06
C 2.435 -6.229 5.927 -0.05
C 2.087 -4.176 4.082 -0.09


5.
91
Properties=species:S:1:pos:R:3:lowdin_charge:R:1 method="wB97M-V/def2-TZVPD" e_homo_ev="-12.671 / -12.671" charge=+2 homo_lumo_gap_ev="5.34 / 5.34" lumo_energy_ev="-7.33 / -7.33"
O -1.609 3.037 -0.835 0.14
H 5.609 1.895 4.243 0.10
H -2.967 3.136 1.435 0.12
H 4.388 2.077 -2.402 0.11
H -1.007 -3.621 1.333 0.11
H 5.724 -1.786 -0.556 0.14
C 3.801 0.133 -0.658 -0.44
C -2.376 -0.859 0.275 -0.08
C 5.108 1.725 3.291 -0.47
H 2.920 -5.047 -0.313 0.13
H -1.908 -0.639 -5.691 0.13
N 1.961 -1.287 2.519 0.04
N -5.174 -0.146 -4.361 0.10
C -4.957 3.271 -1.953 -0.68
C -6.076 1.291 -2.681 -0.02
C 0.844 3.671 -2.116 0.01
N 2.046 -0.100 1.777 -0.21
N 2.382 -1.752 -0.388 0.01
H 0.351 -0.463 -4.637 0.14
C 2.137 -3.066 -0.330 -0.07
H -6.904 0.595 -2.634 0.12
C 3.648 -1.339 -0.483 -0.17
C -0.670 0.458 2.899 -0.08
H -3.339 2.329 3.809 0.13
N -4.216 -0.908 -4.539 0.10
C -1.611 -0.608 -1.875 -0.14
C 3.085 3.652 -3.015 -0.04
H 1.103 -3.373 -0.276 0.13
H 1.594 5.139 -3.457 0.12
C -0.307 -5.574 3.999 -0.04
C 3.402 2.505 -2.325 0.01
N 0.335 1.801 -0.514 -0.04
C 1.147 2.487 -1.427 -0.20
C -0.539 -0.520 -4.025 0.06
C 3.162 -3.995 -0.349 0.01
H 4.803 3.725 2.512 0.10
H -0.134 4.115 -2.051 0.11
H -6.791 2.555 -1.098 0.11
H 5.291 -4.268 -0.401 0.13
H -0.638 -6.484 4.481 0.12
O 0.684 -0.447 -1.937 -0.22
N -1.365 -0.590 -0.538 0.02
H 5.851 1.511 2.523 0.09
C -3.993 3.108 -2.937 -0.12
H -2.167 -0.902 1.333 0.12
O 2.222 -3.066 4.513 0.09
C -1.673 0.974 3.704 0.00
H -4.445 -1.346 0.512 0.13
C -0.520 -3.978 2.232 -0.03
H -3.284 1.867 -4.526 0.12
C 1.817 4.236 -2.906 -0.04
H 0.002 -0.291 3.289 0.11
C -5.052 1.061 -3.592 -0.27
Br -4.837 4.747 -0.780 0.78
C 4.727 -2.196 -0.482 0.05
C -6.016 2.384 -1.831 -0.10
H 3.611 3.231 3.736 0.09
C -2.880 -0.783 -2.442 -0.07
C 4.224 2.890 2.903 -0.46
C 0.551 -3.236 2.766 -0.09
S 3.129 2.317 1.570 1.05
C -2.348 2.378 1.899 0.06
C 0.743 -4.870 4.542 0.01
C -1.818 -0.629 -4.613 0.01
H 1.246 -5.205 5.438 0.13
C -3.930 -1.058 -1.545 0.06
O 0.273 -1.628 1.038 -0.27
C 0.974 -2.016 2.107 -0.42
C -1.307 1.829 1.183 -0.19
C 4.476 -3.557 -0.405 0.01
C -0.459 -0.503 -2.663 -0.26
C -3.667 -1.110 -0.199 0.01
C 2.974 0.716 2.205 -0.87
O 4.872 0.663 -0.772 0.14
S 4.043 0.266 3.483 1.04
W 0.834 -0.099 -0.073 1.99
C -2.540 1.929 3.199 0.01
H -4.926 -1.261 -1.915 0.13
N 2.558 0.764 -0.738 -0.11
C 2.423 1.919 -1.514 -0.23
C -0.931 2.309 -0.170 -0.39
H -3.212 3.845 -3.056 0.10
N -0.496 0.869 1.639 0.01
C -4.032 1.991 -3.755 -0.01
H 2.461 -2.274 3.998 0.06
C -0.948 -5.134 2.835 -0.06
H 3.832 4.109 -3.650 0.12
C 1.191 -3.695 3.934 -0.25
C -2.961 -0.715 -3.863 -0.21
H -1.769 -5.698 2.418 0.11
H -1.763 0.616 4.720 0.13


no.,calculated total energy (eV)
1,-242280.7332
2,-151485.2325
3,-92883.2520
4,-92455.3618
5,-162254.6594